Record 1
Computed, not measured: an isolated molecule of C12H16NOP at a distorted geometry, with ωB97M-V/def2-TZVPD.

Structure (XYZ):
```
31
Properties=species:S:1:pos:R:3:nbo_charge:R:1
C 0.070 -1.361 2.330 -0.63
C 0.239 -0.839 0.820 0.30
C -1.070 -0.600 0.179 -0.08
C -1.804 0.580 0.522 -0.18
C -3.012 0.929 -0.061 -0.22
C -3.579 0.020 -0.972 -0.22
C -3.005 -1.128 -1.316 -0.20
C -1.687 -1.413 -0.764 -0.18
O 0.729 -2.071 0.006 -0.85
P 2.139 -1.859 -0.831 1.10
N 2.488 -0.309 0.039 -0.71
C 3.134 0.790 -0.623 -0.22
C 2.115 1.969 -0.631 -0.42
C 0.785 1.372 -0.229 -0.42
C 1.273 0.229 0.617 -0.11
H 0.109 -0.667 3.110 0.21
H 0.893 -2.080 2.583 0.23
H -0.875 -1.919 2.489 0.22
H -1.311 1.229 1.266 0.20
H -3.346 1.908 0.187 0.22
H -4.542 0.256 -1.267 0.20
H -3.483 -1.808 -1.996 0.22
H -1.339 -2.351 -1.076 0.22
H 1.336 -1.220 -2.051 -0.16
H 3.426 0.497 -1.638 0.19
H 4.028 1.100 -0.071 0.19
H 2.065 2.338 -1.645 0.22
H 2.382 2.753 0.090 0.21
H 0.192 2.178 0.324 0.22
H 0.101 0.951 -0.990 0.23
H 1.547 0.524 1.600 0.20
```

Computed properties:
**SMILES**: C[C@]1(c2ccccc2)OPN2CCC[C@H]21
**Frontier orbital gap**: 9.21 eV
**Relative energy (zero: lowest compared OMol25 entry of this formula, charge and spin)**: 36.7 kcal per mole



Record 2
Computed, not measured: a cluster of 2 separate species, C12H16O2S2 in total at a distorted geometry, with ωB97M-V/def2-TZVPD.

Structure (XYZ):
```
32
Properties=species:S:1:pos:R:3:nbo_charge:R:1
C -0.155 -2.759 -1.117 -0.28
O 0.483 -2.316 0.060 -0.43
C -0.328 -1.529 0.806 0.40
C 0.104 -0.889 1.973 -0.15
C -0.738 -0.066 2.758 -0.09
C -0.259 0.519 3.904 -0.24
C 1.060 0.332 4.318 0.09
C 1.567 0.976 5.560 -0.65
C 1.895 -0.474 3.543 -0.24
C 1.434 -1.072 2.400 -0.10
H 0.549 -3.348 -1.707 0.21
H -1.017 -3.379 -0.865 0.19
H -0.477 -1.899 -1.708 0.24
H -1.343 -1.385 0.469 0.23
H -1.760 0.085 2.461 0.24
H -0.905 1.132 4.510 0.23
H 2.620 0.744 5.724 0.22
H 1.469 2.061 5.502 0.24
H 1.009 0.628 6.431 0.24
H 2.913 -0.627 3.856 0.22
H 2.078 -1.697 1.808 0.23
C 0.162 1.667 -5.871 -0.63
C -1.074 1.418 -5.030 -0.08
O -0.752 1.341 -3.641 -0.52
C -1.796 1.019 -2.837 0.00
S -1.475 0.824 -1.200 -0.35
S -3.360 0.801 -3.399 -0.25
H -0.061 1.732 -6.937 0.21
H 0.645 2.597 -5.571 0.21
H 0.888 0.866 -5.729 0.20
H -1.811 2.220 -5.155 0.19
H -1.566 0.479 -5.315 0.19
```

Computed properties:
**Frontier orbital gap**: 3.93 eV



Record 3
Computed, not measured: an isolated molecule of C12H16P2 at a distorted geometry, with ωB97M-V/def2-TZVPD.

Structure (XYZ):
```
30
Properties=species:S:1:pos:R:3:nbo_charge:R:1
C -4.863 0.578 -0.654 -0.18
C -3.972 0.036 -0.016 -0.36
P -2.433 -0.344 0.833 0.78
C -1.566 -1.076 -0.695 -0.65
C -0.437 -2.010 -0.245 -0.40
C 0.711 -1.288 0.485 -0.23
C 2.086 -1.899 0.453 -0.38
C 2.948 -0.818 1.014 -0.42
C 2.447 0.434 0.253 -0.40
C 0.932 0.161 -0.001 -0.60
P 0.205 1.460 0.986 0.95
C 0.308 3.128 -0.316 -0.28
C 0.465 4.149 -0.907 -0.32
C -1.515 1.252 0.470 -1.05
H -5.674 0.951 -1.047 0.21
H -1.151 -0.333 -1.345 0.22
H -2.361 -1.568 -1.146 0.23
H -0.715 -3.022 0.215 0.23
H 0.065 -2.505 -1.195 0.20
H 0.338 -1.142 1.440 0.19
H 2.311 -2.060 -0.661 0.19
H 2.129 -2.862 0.931 0.22
H 2.769 -0.877 2.071 0.20
H 4.035 -0.830 0.891 0.22
H 2.692 1.227 1.030 0.22
H 2.991 0.693 -0.741 0.23
H 0.851 0.183 -1.045 0.23
H 0.166 5.025 -1.532 0.25
H -1.607 1.485 -0.584 0.25
H -2.155 1.871 1.057 0.24
```

Computed properties:
**SMILES**: C#CP1CC[C@H]2CCC[C@@H]2P(C#C)C1
**Frontier orbital gap**: 10.06 eV
**Relative energy (zero: lowest compared OMol25 entry of this formula, charge and spin)**: 72.4 kcal per mole



Record 4
Computed, not measured: a cluster of 10 separate species, C12H17BCl27N2O4P in total at a distorted geometry, with ωB97M-V/def2-TZVPD.

Structure (XYZ):
```
64
Properties=species:S:1:pos:R:3:nbo_charge:R:1
N -0.866 4.593 -0.876 -1.30
P -2.061 4.540 0.148 1.31
C -1.836 3.239 1.450 -0.24
O -2.420 2.047 0.839 -0.52
C -1.640 1.048 1.356 0.99
O -1.994 0.092 1.968 -0.53
O -0.358 1.477 1.102 -0.51
C -0.375 2.802 1.681 -0.30
B 0.107 2.613 3.198 1.08
N -0.449 3.325 4.337 -1.15
O 1.154 1.738 3.402 -0.89
H -0.469 5.525 -0.859 0.37
H -2.268 5.764 0.818 -0.05
H -3.276 4.176 -0.465 -0.04
H -2.468 3.396 2.320 0.22
H 0.276 3.529 1.191 0.25
H -1.086 2.750 4.878 0.40
H 0.316 3.518 4.976 0.39
H 1.850 1.976 2.779 0.50
Cl 1.653 -1.233 -1.902 0.00
C -0.095 -1.083 -2.116 -0.28
Cl -0.885 -0.750 -0.574 0.02
Cl -0.478 0.167 -3.296 0.03
H -0.467 -2.025 -2.491 0.23
Cl -1.299 -6.715 -3.122 0.03
C -1.236 -5.078 -2.475 -0.29
Cl 0.419 -4.638 -2.040 0.02
Cl -1.906 -3.926 -3.637 0.01
H -1.840 -5.043 -1.578 0.23
Cl 3.864 -1.089 3.693 0.03
C 4.137 -0.864 1.968 -0.28
Cl 3.414 0.644 1.411 0.01
Cl 5.865 -0.897 1.594 0.01
H 3.661 -1.679 1.439 0.23
Cl 1.761 7.716 6.609 0.03
C 1.565 6.049 7.145 -0.28
Cl -0.135 5.702 7.487 0.02
Cl 2.215 4.932 5.938 0.02
H 2.125 5.919 8.061 0.23
Cl -4.385 1.843 -6.830 0.02
C -2.925 0.858 -6.871 -0.28
Cl -1.566 1.716 -6.143 0.02
Cl -3.196 -0.686 -6.058 0.01
H -2.682 0.657 -7.903 0.22
Cl 8.410 -3.203 4.828 0.02
C 7.404 -3.850 3.531 -0.29
Cl 8.250 -5.133 2.664 0.02
Cl 5.865 -4.431 4.164 0.02
H 7.198 -3.049 2.834 0.23
Cl -4.437 0.098 -9.815 0.00
C -6.191 0.233 -9.998 -0.28
Cl -6.967 0.564 -8.451 0.03
Cl -6.593 1.481 -11.177 0.02
H -6.562 -0.713 -10.366 0.23
Cl -1.298 -10.256 -7.495 0.02
C -0.518 -9.348 -6.200 -0.28
Cl -0.683 -7.613 -6.465 0.03
Cl -1.185 -9.809 -4.629 0.02
H 0.535 -9.592 -6.203 0.23
Cl 1.125 0.748 9.694 0.02
C 1.363 1.109 7.984 -0.28
Cl 0.555 2.617 7.546 0.01
Cl 3.082 1.194 7.596 0.02
H 0.925 0.308 7.404 0.23
```

Computed properties:
**SMILES**: N=[PH2][C@H]1OC(=O)O[C@@H]1B(N)O.ClC(Cl)Cl.ClC(Cl)Cl.ClC(Cl)Cl.ClC(Cl)Cl.ClC(Cl)Cl.ClC(Cl)Cl.ClC(Cl)Cl.ClC(Cl)Cl.ClC(Cl)Cl
**Frontier orbital gap**: 9.26 eV
**Relative energy (zero: lowest compared OMol25 entry of this formula, charge and spin)**: 0.0 kcal per mole